The following is a DFT calculation (the ωB97M-V functional and the def2-TZVPD basis) of 4 unconnected molecules or ions with the total composition C4H11NO3.

Geometry as ORCA input:
```
! RIJCOSX wB97M-V def2-TZVPD def2/J DEFGRID3
* xyz 1 2
C 0.12941 -0.94297 -0.99246
C -0.00635 -2.27752 -0.46450
N 1.03054 -2.42034 0.41180
C 1.81200 -1.35583 0.42219
C 1.27851 -0.33645 -0.40638
H -0.62575 -0.43104 -1.71329
H -0.85997 -2.95613 -0.54651
H 1.00867 -3.33694 0.75642
H 2.50770 -1.02279 1.27347
H 1.50195 0.73122 -0.44099
H 0.44181 2.87158 1.09736
H -0.91344 2.08388 1.04988
O -0.38721 2.74856 0.61213
H -0.96562 2.82992 -2.54977
H -0.52587 2.06359 -1.38795
O -0.93979 1.90616 -2.26013
H -2.29749 -0.19912 1.70600
H -0.82478 -0.10037 1.35391
O -1.36434 0.14458 2.07882
*
```

Results
- Relative energy (zero: lowest compared OMol25 entry of this formula, charge and spin): 1.472 eV
- Expectation value of S²: 0.763
- Energy: -11949.5691 eV



The following is a DFT calculation (the ωB97M-V functional and the def2-TZVPD basis) of 4 unconnected molecules or ions with the total composition C4H11NO3.

Geometry as ORCA input:
```
! RIJCOSX wB97M-V def2-TZVPD def2/J DEFGRID3
* xyz 1 2
C -0.48489 1.36266 0.12899
C 0.45180 2.30722 0.51205
N 1.68692 1.73096 0.43985
C 1.52819 0.34567 0.08715
C 0.19140 0.12488 -0.22204
H -1.52088 1.32443 -0.05295
H 0.27917 3.32468 1.03137
H 2.49296 1.94056 0.90184
H 2.38182 -0.23918 0.15406
H -0.21149 -0.69416 -0.76043
H -2.04416 -0.89321 -0.65542
H -2.57762 -1.37155 -1.95561
O -2.17749 -1.71679 -1.10026
H -0.15027 0.43520 2.95782
H -0.26270 -1.05000 2.75903
O 0.35722 -0.35740 3.07967
H -0.67950 -2.35893 -2.05844
H 0.85017 -2.36585 -2.56383
O -0.11067 -1.84917 -2.68286
*
```

Results
- Relative energy (zero: lowest compared OMol25 entry of this formula, charge and spin): 1.877 eV
- Expectation value of S²: 0.763
- Energy: -11949.1644 eV



The following is a DFT calculation (the ωB97M-V functional and the def2-TZVPD basis) of a molecular structure, C4H11NO3S.

Geometry as ORCA input:
```
! RIJCOSX wB97M-V def2-TZVPD def2/J DEFGRID3
* xyz 0 3
C -2.55087 -1.55805 0.47740
C -1.02827 1.20782 -0.13924
C -1.22425 -1.30814 -0.27702
C -0.56361 -0.11492 0.36346
N 2.62595 1.70439 0.13636
O 1.76855 -0.75753 -1.34899
O 3.98673 -0.60826 -0.27998
O 0.27289 -0.30661 1.20488
S 2.54954 -0.62999 -0.12897
H -3.22370 -0.68993 0.41277
H -2.51126 -1.81978 1.63326
H -3.23815 -2.48046 0.05135
H -0.27291 1.42656 -0.96193
H -0.61933 2.07206 0.51444
H -2.04276 1.22177 -0.29609
H -1.52152 -1.08379 -1.31267
H -0.58413 -2.16817 -0.21666
H 2.01848 2.30345 0.62682
H 3.62136 1.77082 0.43427
H 2.53726 1.81876 -0.89346
*
```

Results
- Relative energy (zero: lowest compared OMol25 entry of this formula, charge and spin): 0.000 eV
- Expectation value of S²: 2.009
- Energy: -22789.3588 eV



The following is a DFT calculation (the ωB97M-V functional and the def2-TZVPD basis) of a molecular structure, C4H11NORb.

Geometry as ORCA input:
```
! RIJCOSX wB97M-V def2-TZVPD def2/J DEFGRID3
* xyz 1 1
Rb -5.96384 -10.06192 15.56081
C -8.33147 -7.55901 16.50363
C -7.07843 -6.86403 17.12976
C -7.52460 -5.71754 18.04275
O -8.14722 -4.67890 17.26879
C -8.62160 -3.58950 18.01574
N -6.28001 -7.88242 17.88349
H -9.08711 -7.95362 17.18289
H -8.04193 -8.36616 15.83075
H -8.80699 -6.99378 15.70207
H -6.36214 -6.41089 16.44441
H -6.64577 -5.12382 18.29426
H -8.16580 -6.01372 18.87295
H -9.61969 -3.74993 18.42339
H -8.82035 -2.72418 17.38343
H -7.91591 -3.29026 18.79069
H -5.52579 -7.44446 18.39284
H -6.87361 -8.15673 18.65322
*
```

Results
- Relative energy (zero: lowest compared OMol25 entry of this formula, charge and spin): 1.098 eV
- Energy: -8513.1312 eV



The following is a DFT calculation (the ωB97M-V functional and the def2-TZVPD basis) of C4H11NOS in the gas phase.

Geometry as ORCA input:
```
! RIJCOSX wB97M-V def2-TZVPD def2/J DEFGRID3
* xyz 0 1
N 0.75251 -1.64218 -0.17168
C -0.04644 -0.61344 0.47471
C -0.40213 -0.93179 1.96960
O 0.53864 -1.76959 2.63480
C -1.15359 0.04285 -0.24559
C -0.69996 0.71762 -1.56318
S 0.50839 2.05109 -1.49547
H 0.50245 -1.81825 -1.13252
H 1.74593 -1.44707 -0.23089
H 0.71680 0.16882 0.62836
H -0.33108 0.03181 2.46740
H -1.43698 -1.30390 2.01032
H 0.70494 -2.47846 1.99810
H -1.60496 0.89392 0.28904
H -1.92149 -0.68227 -0.49591
H -0.31445 0.08229 -2.38022
H -1.56880 1.24741 -2.07017
H -0.13776 2.93438 -0.73396
*
```

Results
- Relative energy (zero: lowest compared OMol25 entry of this formula, charge and spin): 1.479 eV
- SMILES string: N[C@H](CO)CCS
- Energy: -18698.4401 eV



The following is a DFT calculation (the ωB97M-V functional and the def2-TZVPD basis) of C4H11NOS in the gas phase.

Geometry as ORCA input:
```
! RIJCOSX wB97M-V def2-TZVPD def2/J DEFGRID3
* xyz 0 1
O -2.83932 1.30945 1.00697
C -1.73554 0.56605 0.52471
N -0.72052 1.48722 0.01994
C 0.68034 1.01197 0.10194
C 1.09869 -0.08233 -0.88853
C 1.45910 -1.42550 -0.27325
S 0.04179 -2.26752 0.55925
H -2.55669 2.24711 0.96187
H -2.09983 -0.12912 -0.22863
H -1.30280 0.01803 1.35327
H -0.90988 1.57204 -0.97297
H 0.85289 0.68462 1.12035
H 1.24509 1.91395 -0.05080
H 0.28272 -0.20828 -1.60105
H 1.97835 0.23347 -1.44311
H 1.76107 -2.14946 -1.01686
H 2.26652 -1.28362 0.45641
H 0.49802 -3.49809 0.37049
*
```

Results
- Relative energy (zero: lowest compared OMol25 entry of this formula, charge and spin): 1.379 eV
- SMILES string: OCNCCCS
- Energy: -18698.5396 eV



The following is a DFT calculation (the ωB97M-V functional and the def2-TZVPD basis) of 2 unconnected molecules or ions with the total composition C4H11NOS.

Geometry as ORCA input:
```
! RIJCOSX wB97M-V def2-TZVPD def2/J DEFGRID3
* xyz 1 2
C -0.62627 1.96847 0.85390
C 0.35624 1.31092 1.80340
S -2.41852 1.53195 1.38902
H -0.52359 3.05336 0.78279
H -0.72794 1.45697 -0.11201
H 0.17955 0.26737 2.03852
H -2.12117 1.16469 2.66224
H 0.54823 1.90700 2.69699
H 1.33296 1.45604 1.32148
C 0.39310 -0.58909 -1.97581
C 0.62163 -1.62936 -0.86047
O 0.86157 -1.25629 0.27324
N 0.51027 -2.91652 -1.29883
H -0.62456 -0.75794 -2.33060
H 1.14163 -0.71788 -2.77002
H 0.25471 -3.55895 -0.57388
H 0.15776 -3.09656 -2.22066
H 0.68439 0.40583 -1.67927
*
```

Results
- Relative energy (zero: lowest compared OMol25 entry of this formula, charge and spin): 0.760 eV
- Expectation value of S²: 0.753
- Energy: -18690.3220 eV



The following is a DFT calculation (the ωB97M-V functional and the def2-TZVPD basis) of 2 unconnected molecules or ions with the total composition C4H11NOS2.

Geometry as ORCA input:
```
! RIJCOSX wB97M-V def2-TZVPD def2/J DEFGRID3
* xyz -1 2
S -3.15414 1.01280 0.16678
S 1.17943 2.27869 1.24000
C 0.09327 1.16664 0.29507
C 0.93910 -0.09558 -0.10914
C 1.35081 -0.94652 1.16423
O 2.61671 -0.65571 1.67684
N 0.30999 -0.90669 -1.13571
C -1.05423 -0.66656 -1.57702
H -4.27292 1.64748 0.49751
H -0.68663 0.87933 1.00360
H -0.28814 1.75312 -0.53227
H 1.89076 0.29385 -0.49358
H 1.32703 -1.98507 0.81750
H 0.56525 -0.81192 1.92384
H 2.57197 0.26297 1.96892
H 0.92692 -1.26453 -1.83996
H -1.21734 0.30394 -2.04518
H -1.34508 -1.45427 -2.28001
H -1.75277 -0.81198 -0.74141
*
```

Results
- Relative energy (zero: lowest compared OMol25 entry of this formula, charge and spin): 0.000 eV
- Expectation value of S²: 0.753
- Energy: -29533.6127 eV



The following is a DFT calculation (the ωB97M-V functional and the def2-TZVPD basis) of 2 unconnected molecules or ions with the total composition C4H11NS.

Geometry as ORCA input:
```
! RIJCOSX wB97M-V def2-TZVPD def2/J DEFGRID3
* xyz -1 2
C 0.32793 -1.11054 -2.91710
S 0.21159 -2.95998 -2.76129
C 1.22144 -3.08527 -1.27911
H 0.24768 -0.72071 -1.90557
H -0.50299 -0.77557 -3.53091
H 1.28813 -0.96023 -3.38377
H 2.09037 -2.42788 -1.31666
H 0.67187 -2.74735 -0.39382
H 1.55941 -4.09720 -1.07083
C -0.62718 2.85512 1.41312
C -1.11976 1.71475 3.40088
N -0.31882 1.83914 2.43743
H -0.42920 2.46149 0.41903
H 0.01948 3.68100 1.71431
H -1.67709 3.13429 1.51792
H -0.81617 1.09763 4.25096
H -2.14669 2.10132 3.40540
*
```

Results
- Relative energy (zero: lowest compared OMol25 entry of this formula, charge and spin): 2.414 eV
- Expectation value of S²: 0.750
- Energy: -16649.0681 eV



The following is a DFT calculation (the ωB97M-V functional and the def2-TZVPD basis) of C4H11NS in the gas phase.

Geometry as ORCA input:
```
! RIJCOSX wB97M-V def2-TZVPD def2/J DEFGRID3
* xyz 0 1
C 0.01363 -2.34358 -1.28875
C -0.62033 -1.43054 -0.25794
S -0.89762 0.20244 -0.99968
C -1.03755 1.29010 0.45267
N 0.08000 2.15500 0.73990
C 1.39178 1.52043 0.86899
H -0.66329 -2.56819 -2.10112
H 0.36088 -3.29156 -0.87360
H 0.87290 -1.83971 -1.74273
H 0.00969 -1.34977 0.61755
H -1.57554 -1.81524 0.12340
H -1.25542 0.65046 1.30990
H -1.92134 1.92944 0.33758
H 0.09747 2.89529 0.05470
H 1.27340 0.44119 0.89835
H 1.83419 1.79114 1.82508
H 2.03713 1.76310 0.03570
*
```

Results
- Relative energy (zero: lowest compared OMol25 entry of this formula, charge and spin): 0.521 eV
- SMILES string: CCSCNC
- Energy: -16651.2724 eV



The following is a DFT calculation (the ωB97M-V functional and the def2-TZVPD basis) of C4H11NS in the gas phase.

Geometry as ORCA input:
```
! RIJCOSX wB97M-V def2-TZVPD def2/J DEFGRID3
* xyz 0 1
C 2.68270 -0.94967 -0.43310
S 1.91329 0.41759 0.48501
C 0.50649 0.80100 -0.62514
C -0.66351 1.23767 0.27593
C -1.35473 0.04898 0.91030
N -2.29915 -0.55620 -0.07924
H 3.40120 -0.71226 -1.21538
H 1.84683 -1.38858 -0.99488
H 2.88950 -1.79931 0.22043
H 0.18636 -0.06266 -1.22315
H 0.62882 1.57187 -1.38413
H -1.40743 1.94774 -0.07984
H -0.23863 1.83027 1.11252
H -0.73004 -0.72948 1.34005
H -2.01997 0.31365 1.74860
H -2.09063 -1.52541 -0.27395
H -3.25113 -0.44520 0.21596
*
```

Results
- Relative energy (zero: lowest compared OMol25 entry of this formula, charge and spin): 0.809 eV
- SMILES string: CSCCCN
- Energy: -16650.9846 eV



The following is a DFT calculation (the ωB97M-V functional and the def2-TZVPD basis) of C4H11NS in the gas phase.

Geometry as ORCA input:
```
! RIJCOSX wB97M-V def2-TZVPD def2/J DEFGRID3
* xyz 0 1
C 0.01641 -0.48088 -2.30009
C -0.99209 -0.12919 -1.15703
N -2.19472 0.54534 -1.72802
C -0.25743 0.71827 -0.08093
C 0.67919 -0.26768 0.61262
S 1.31729 0.04761 2.36327
H 0.82445 0.24573 -2.34520
H 0.42751 -1.47133 -2.14905
H -0.61397 -0.47598 -3.19008
H -1.45171 -1.05631 -0.79610
H -2.95980 0.33802 -1.09368
H -2.55586 0.13947 -2.58371
H -1.03162 0.95497 0.65900
H 0.13734 1.55474 -0.64778
H 1.57953 -0.34263 -0.00512
H 0.19530 -1.22651 0.73023
H 1.68204 -1.26071 2.38542
*
```

Results
- Relative energy (zero: lowest compared OMol25 entry of this formula, charge and spin): 0.851 eV
- SMILES string: C[C@H](N)CCS
- Energy: -16650.9426 eV



The following is a DFT calculation (the ωB97M-V functional and the def2-TZVPD basis) of C4H11NS in the gas phase.

Geometry as ORCA input:
```
! RIJCOSX wB97M-V def2-TZVPD def2/J DEFGRID3
* xyz 0 1
C 1.12955 -0.80856 2.03278
N 0.35340 -0.57363 0.78719
C 1.10311 -0.53607 -0.51523
C 0.20730 -0.03440 -1.70989
S -0.42502 1.60230 -1.22655
C -2.14793 1.33512 -0.59489
H 0.45666 -1.21735 2.81731
H 1.70907 0.08089 2.41099
H 1.81637 -1.54490 1.86013
H -0.27937 0.13671 0.95781
H 1.50321 -1.51572 -0.71660
H 1.98323 0.14525 -0.40198
H 0.86187 0.12363 -2.47626
H -0.58984 -0.92812 -1.88060
H -2.21210 0.54625 0.10627
H -2.84906 1.07092 -1.45196
H -2.62045 2.11769 0.00148
*
```

Results
- Relative energy (zero: lowest compared OMol25 entry of this formula, charge and spin): 1.539 eV
- SMILES string: CNCCSC
- Energy: -16650.2545 eV



The following is a DFT calculation (the ωB97M-V functional and the def2-TZVPD basis) of 2 unconnected molecules or ions with the total composition C4H11NS.

Geometry as ORCA input:
```
! RIJCOSX wB97M-V def2-TZVPD def2/J DEFGRID3
* xyz 0 1
C -1.45058 -1.54355 -1.68304
C -0.68009 -2.28407 -0.88565
N -0.28251 -3.57361 -1.20026
H -2.01725 -2.00689 -2.47885
H -1.42714 -0.46469 -1.71948
H -0.25506 -1.86464 0.01951
H -0.74838 -3.94212 -2.01882
H -0.28124 -4.26268 -0.46058
C -0.27012 2.73789 0.22156
S 0.76839 1.27774 0.51723
C 1.17443 1.56068 2.24243
H -1.03725 2.41307 -0.48090
H -0.82423 2.95187 1.13240
H 0.29792 3.56556 -0.17809
H 2.02020 2.23906 2.32883
H 1.47113 0.64733 2.73213
H 0.30074 1.99508 2.72171
*
```

Results
- Relative energy (zero: lowest compared OMol25 entry of this formula, charge and spin): 1.157 eV
- SMILES string: C=CN.CSC
- Energy: -16650.6362 eV